# 1
A molecular structure, C14H28N4ORuSe2Si2Te2. Source: the Open Molecules 2025 dataset; level of theory: ωB97M-V with the def2-TZVPD basis set.

Each line ends with the Löwdin charge.
Positions of all 54 atoms, in Å:
Ru1 -0.803 0.056 -0.098  0.306
C1 -3.149 1.378 2.792  -0.246
Si1 -1.856 0.089 3.144  0.466
C2 -2.481 -1.661 3.340  -0.225
C3 -1.355 0.553 4.907  -0.201
N1 -0.504 0.116 1.865  -0.145
C4 0.770 0.033 2.206  -0.277
C5 1.304 -0.022 3.551  -0.024
C6 2.625 -0.089 3.785  -0.063
C7 3.565 -0.120 2.701  -0.058
C8 3.136 -0.100 1.430  -0.054
C9 1.721 -0.041 1.115  -0.305
N2 1.214 -0.057 -0.091  -0.151
Si2 2.408 -0.069 -1.476  0.445
C10 3.339 -1.692 -1.439  -0.153
C11 1.619 0.041 -3.132  -0.182
C12 3.480 1.459 -1.347  -0.156
H1 -3.512 1.728 3.759  0.029
H2 -3.993 0.991 2.225  -0.006
H3 -2.755 2.236 2.249  -0.024
H4 -2.442 -1.918 4.400  0.029
H5 -1.876 -2.385 2.790  -0.008
H6 -3.506 -1.756 2.991  -0.004
H7 -2.322 0.596 5.412  0.038
H8 -0.884 1.529 5.012  0.047
H9 -0.760 -0.189 5.438  0.026
H10 0.640 -0.013 4.387  0.045
H11 2.985 -0.127 4.804  0.108
H12 4.625 -0.168 2.909  0.110
H13 3.862 -0.140 0.639  0.061
H14 2.614 -2.505 -1.518  0.039
H15 3.944 -1.880 -0.557  0.023
H16 3.991 -1.743 -2.312  0.037
H17 0.922 -0.770 -3.313  0.034
H18 2.421 0.005 -3.872  0.049
H19 1.090 0.989 -3.206  0.020
H20 4.090 1.558 -0.454  0.023
H21 2.826 2.333 -1.398  0.030
H22 4.144 1.492 -2.212  0.039
Se1 -1.001 -2.428 -0.163  -0.026
Te1 -3.171 -1.267 -0.084  0.411
Te2 -2.798 1.783 -0.630  0.367
Se2 -0.463 2.511 -0.538  -0.064
C13 -2.063 0.346 -5.866  -0.086
N3 -1.363 0.358 -4.607  0.032
C14 -1.844 -0.152 -3.443  -0.648
N4 -3.094 -0.660 -3.498  0.166
O1 -1.172 -0.145 -2.402  -0.297
H23 -1.392 0.716 -6.638  0.088
H24 -2.947 0.988 -5.852  0.088
H25 -2.362 -0.666 -6.154  0.086
H26 -0.436 0.736 -4.550  0.110
H27 -3.616 -0.739 -4.348  0.087
H28 -3.416 -1.117 -2.654  -0.041

Summary:
- LUMO (alpha / beta) (eV) = -1.44 / -1.44
- energy above the lowest of the compared OMol25 structures with the same formula, charge and spin (kcal/mol) = 18.69
- net charge = 0
- HOMO level (alpha / beta) (eV) = -6.410 / -6.409

---

# 2
A molecular structure, C14H29FN2NbO6. Source: the Open Molecules 2025 dataset; level of theory: ωB97M-V with the def2-TZVPD basis set.

Each line ends with the Löwdin charge.
Positions of all 53 atoms, in Å:
C1 -1.812 -2.425 -4.073  0.013
C2 -1.269 -1.976 -2.850  -0.094
C3 -0.764 -1.518 -1.354  -0.235
C4 0.812 -1.864 -1.070  -0.307
C5 1.085 -3.277 -0.286  -0.391
Nb1 0.183 -3.423 1.800  1.878
O1 -1.676 -4.086 0.958  -0.477
F1 -0.462 -1.365 1.797  -0.543
O2 0.724 -5.477 1.962  -0.389
C6 2.200 -5.565 2.078  -0.311
N1 3.497 -5.768 2.066  0.050
O3 1.947 -2.788 2.775  -0.408
N2 1.514 -2.363 4.000  -0.154
O4 2.263 -1.418 4.282  -0.065
H1 -2.156 -2.711 -5.180  0.042
H2 -0.850 -0.327 -1.332  0.118
H3 -1.516 -1.907 -0.546  0.080
H4 1.294 -0.919 -0.575  0.103
H5 1.327 -1.971 -2.141  0.105
H6 2.268 -3.354 -0.146  0.058
H7 0.759 -4.235 -0.912  0.070
H8 -0.635 -3.584 3.440  -0.111
H9 -2.349 -3.338 1.118  0.019
C7 4.025 1.219 4.498  -0.084
C8 4.376 2.139 5.655  -0.278
O5 4.494 3.507 5.275  -0.173
C9 3.326 4.121 4.735  -0.282
C10 2.155 4.148 5.707  -0.087
H10 4.727 1.355 3.668  0.085
H11 4.058 0.173 4.818  0.062
H12 3.021 1.424 4.113  0.069
H13 5.355 1.846 6.052  0.116
H14 3.660 2.031 6.476  0.105
H15 3.043 3.644 3.792  0.107
H16 3.597 5.154 4.493  0.113
H17 1.787 3.142 5.920  0.068
H18 1.323 4.725 5.288  0.075
H19 2.452 4.596 6.658  0.077
C11 -3.004 3.107 -5.058  -0.087
C12 -2.588 1.792 -5.695  -0.278
O6 -3.100 0.648 -5.018  -0.178
C13 -4.519 0.526 -4.958  -0.277
C14 -5.174 0.420 -6.327  -0.087
H20 -2.755 3.116 -3.991  0.084
H21 -2.495 3.945 -5.544  0.074
H22 -4.082 3.270 -5.143  0.063
H23 -1.495 1.711 -5.651  0.120
H24 -2.860 1.763 -6.755  0.103
H25 -4.950 1.347 -4.378  0.104
H26 -4.732 -0.393 -4.401  0.117
H27 -5.064 1.346 -6.897  0.062
H28 -6.246 0.218 -6.225  0.075
H29 -4.718 -0.381 -6.913  0.079

Summary:
- LUMO (eV) = 1.42
- net charge = -1
- HOMO level (eV) = -5.162

---

# 3
A molecular structure, C14H30CeN4OSi. Source: the Open Molecules 2025 dataset; level of theory: ωB97M-V with the def2-TZVPD basis set.

Each line ends with the Löwdin charge.
Positions of all 51 atoms, in Å:
Ce1 -15.270 -0.890 -7.082  1.469
N1 -14.385 1.398 -7.078  -0.028
C1 -15.432 2.424 -7.268  -0.186
C2 -16.532 1.984 -8.197  -0.209
N2 -17.200 0.728 -7.672  -0.067
H1 -13.995 1.472 -6.180  0.073
H2 -13.662 1.496 -7.744  0.089
H3 -15.030 3.376 -7.589  0.129
H4 -15.871 2.582 -6.285  0.127
H5 -16.190 1.693 -9.194  0.098
H6 -17.285 2.754 -8.248  0.124
H7 -17.705 0.362 -8.546  0.096
H8 -17.900 1.066 -7.006  0.107
C3 -11.406 -1.059 -6.296  -0.004
C4 -11.680 -0.783 -7.700  -0.341
C5 -10.668 -0.636 -8.648  -0.006
C6 -11.095 -0.227 -9.913  -0.058
C7 -12.391 -0.108 -10.255  -0.022
C8 -13.392 -0.443 -9.293  -0.486
N3 -12.954 -0.717 -8.021  -0.023
N4 -14.667 -0.652 -9.504  -0.157
Si1 -15.284 -0.761 -11.144  0.414
C9 -17.090 -0.899 -10.663  -0.171
C10 -15.193 0.773 -12.314  -0.153
C11 -14.776 -2.348 -11.939  -0.156
H9 -10.392 -1.251 -6.060  0.089
H10 -11.971 -1.863 -6.022  0.054
H11 -11.932 -0.359 -5.637  0.091
H12 -9.652 -0.725 -8.392  0.100
H13 -10.358 0.108 -10.611  0.114
H14 -12.744 0.243 -11.199  0.078
H15 -17.227 0.011 -10.164  -0.046
H16 -17.284 -1.752 -9.930  0.064
H17 -17.756 -0.979 -11.563  0.067
H18 -15.759 1.610 -11.796  0.045
H19 -15.731 0.448 -13.255  0.058
H20 -14.204 1.065 -12.508  -0.016
H21 -15.218 -3.073 -11.230  0.042
H22 -13.737 -2.591 -12.207  0.048
H23 -15.283 -2.488 -12.858  0.017
C12 -16.740 -0.487 -3.293  -0.050
C13 -15.273 -0.417 -3.639  -0.587
C14 -14.492 0.798 -3.213  -0.039
O1 -15.197 -0.628 -4.982  -0.449
H24 -16.986 0.002 -2.336  0.087
H25 -17.001 -1.570 -3.282  0.092
H26 -17.416 -0.007 -4.067  0.090
H27 -14.811 -1.277 -3.105  0.147
H28 -14.920 1.732 -3.602  0.083
H29 -13.491 0.702 -3.675  0.084
H30 -14.516 0.843 -2.151  0.076

Summary:
- LUMO (alpha / beta) (eV) = -3.12 / -3.11
- energy above the lowest of the compared OMol25 structures with the same formula, charge and spin (kcal/mol) = 32.27
- net charge = +1
- HOMO level (alpha / beta) (eV) = -10.549 / -10.553
- 2S+1 = 2

---

# 4
A molecular structure, C14H30Cl14O6. Source: the Open Molecules 2025 dataset; level of theory: ωB97M-V with the def2-TZVPD basis set.

Each line ends with the Löwdin charge.
Positions of all 64 atoms, in Å:
C1 -3.647 2.967 -1.519  -2.050
Cl1 -3.263 3.037 -3.211  0.616
Cl2 -3.476 1.306 -0.873  0.531
Cl3 -2.716 4.015 -0.402  0.484
Cl4 -5.259 3.412 -1.209  0.549
C2 3.026 2.969 -2.405  -2.110
Cl5 4.186 1.658 -1.963  0.251
Cl6 2.345 2.576 -4.003  0.328
Cl7 1.821 3.034 -1.147  0.364
Cl8 3.899 4.508 -2.489  0.329
C3 -0.990 0.385 -4.580  -0.239
C4 -2.212 -0.342 -3.937  -0.256
O1 -2.067 -1.743 -3.926  -0.099
O2 -0.765 -0.218 -5.842  -0.069
H1 -0.128 0.194 -3.940  0.099
H2 -1.197 1.455 -4.605  0.086
H3 -3.077 -0.116 -4.560  0.113
H4 -2.329 -0.135 -2.873  0.060
H5 -1.796 -2.043 -3.055  0.010
H6 -0.939 -1.149 -5.686  0.063
C5 1.550 -2.010 -2.118  -0.148
C6 2.092 -3.146 -1.223  -0.233
O3 3.405 -3.599 -1.586  -0.076
O4 0.689 -2.585 -3.185  -0.086
H7 2.349 -1.325 -2.400  0.122
H8 0.827 -1.552 -1.443  0.086
H9 1.533 -4.067 -1.387  0.111
H10 2.046 -2.889 -0.164  0.108
H11 3.316 -4.555 -1.604  0.070
H12 1.180 -3.048 -3.868  0.085
C7 -2.723 -3.788 0.569  -0.234
C8 -2.966 -3.014 -0.756  -0.179
O5 -1.776 -2.672 -1.477  -0.091
O6 -1.931 -4.937 0.372  -0.062
H13 -3.682 -4.104 0.980  0.120
H14 -2.259 -3.145 1.318  0.091
H15 -3.526 -2.111 -0.511  0.113
H16 -3.589 -3.598 -1.434  0.123
H17 -1.152 -3.374 -1.276  0.086
H18 -2.090 -5.558 1.087  0.087
Cl9 1.333 0.098 2.285  0.575
C9 0.288 0.504 0.882  -0.638
C10 -0.858 -0.487 0.715  -0.645
Cl10 -1.967 -0.176 2.074  0.552
H19 1.014 0.506 0.069  0.033
H20 -0.012 1.534 1.077  0.030
H21 -0.510 -1.518 0.774  0.055
H22 -1.433 -0.240 -0.177  0.015
Cl11 2.241 1.462 5.964  0.518
C11 3.499 1.341 4.634  -0.604
C12 4.849 1.906 5.111  -0.701
Cl12 4.822 3.606 5.482  0.567
H23 3.223 2.066 3.867  0.047
H24 3.402 0.364 4.160  0.039
H25 5.656 1.825 4.383  0.069
H26 5.217 1.412 6.010  0.059
Cl13 -1.752 2.516 5.955  0.513
C13 -0.607 3.576 5.059  -0.614
C14 -0.486 2.841 3.701  -0.654
Cl14 -1.976 3.192 2.684  0.476
H27 0.347 3.576 5.587  0.031
H28 -1.055 4.569 5.048  0.061
H29 -0.337 1.776 3.883  0.004
H30 0.398 3.061 3.102  0.062

Summary:
- LUMO (alpha / beta) (eV) = 1.79 / 1.79
- net charge = -1
- HOMO level (alpha / beta) (eV) = -0.356 / -6.558
- 2S+1 = 2

---

Result set for electronic energy: -186601.5258; -34511.7850; -43816.8394; -202600.8041 eV, one per record in the order listed.